Molecular formula: C15H19BrO12
Method: DFT, the ωB97M-V functional and the def2-TZVPD basis

Element x y z (Å)
Br (4.0098, 0.7356, 3.1975)
O (0.9827, 1.7958, -2.5746)
O (-1.0754, 1.1929, 0.7039)
O (-0.0454, -3.7877, -5.0906)
O (2.1616, 2.3911, -4.3297)
O (-3.7798, -2.1944, 4.2671)
O (-1.3083, 0.7949, 7.0317)
O (1.8977, -1.0408, 5.0881)
O (-0.4502, -0.1983, 6.8416)
O (1.5433, 4.0102, -2.8214)
O (-3.2722, -1.9192, 1.9295)
O (-0.0897, -2.4553, -3.2194)
O (1.0495, -1.8839, -5.1310)
C (-2.9052, 0.2395, 3.2418)
C (0.2683, -2.6856, -4.3638)
C (1.1989, -0.2800, 4.2017)
C (1.4594, -0.6772, -4.4907)
C (2.8162, 3.3986, -5.0982)
C (1.2089, 1.1500, 1.9292)
C (2.0171, 0.5559, 3.0495)
C (-3.3480, -1.3365, 3.1528)
C (0.3079, 2.1321, -1.3639)
C (-0.8701, -4.7277, -4.4047)
C (-1.2510, 0.2727, 3.1904)
C (1.5608, 2.8504, -3.2030)
C (-1.0785, -0.9444, 5.7022)
C (-0.4598, -0.2952, 4.3259)
C (-0.4412, 0.9007, 1.8730)
H (2.0784, -0.1144, -5.1947)
H (-1.8321, -4.2766, -4.1406)
H (2.0607, -0.8965, -3.6025)
H (1.0092, 2.5498, -0.6343)
H (-2.2321, -0.7455, 5.7962)
H (-3.3138, 0.7563, 2.2502)
H (3.2612, 2.9196, -5.9746)
H (-3.3692, 0.8398, 4.1326)
H (2.0974, 4.1488, -5.4435)
H (-0.8699, -2.1089, 5.7780)
H (0.5905, -0.0642, -4.2299)
H (-4.0809, -1.6652, 5.0647)
H (1.7382, 1.7594, 1.0610)
H (3.6177, 3.8670, -4.5178)
H (-0.5112, 2.8315, -1.5600)
H (-1.0580, -5.5678, -5.0791)
H (-0.8158, 1.6675, 7.1198)
H (-0.3619, -5.1089, -3.5131)
H (-0.1160, 1.2143, -0.9471)

Calculated values
* energy relative to the best compared isomer or geometry (same formula, charge and spin): 190.49 kcal/mol
* gap between HOMO and LUMO: 7.6874 eV
* total charge: 0
* SMILES string: O=C(O)CC1=C(COO)C(=O)C(Br)=CC1=O.COC(=O)OC.COC(=O)OC
* lowest unoccupied orbital energy: -0.0913 hartree

Here is what Löwdin gives for the atomic charges, in e:
1 Br 0.6622
2 O -0.0182
3 O -0.0596
4 O -0.0131
5 O -0.0294
6 O 0.0041
7 O -0.0878
8 O -0.0403
9 O -0.1850
10 O 0.1122
11 O -0.0188
12 O 0.1088
13 O -0.0083
14 C -0.0487
15 C -0.5596
16 C -0.1757
17 C -0.0560
18 C -0.0461
19 C 0.0161
20 C -0.4984
21 C -0.2676
22 C -0.0561
23 C -0.0546
24 C -0.0149
25 C -0.5518
26 C -0.0766
27 C 0.0057
28 C -0.1054
29 H 0.0884
30 H 0.0985
31 H 0.1039
32 H 0.0756
33 H 0.1156
34 H 0.1436
35 H 0.0944
36 H 0.1312
37 H 0.1000
38 H 0.1681
39 H 0.0904
40 H 0.1171
41 H 0.1172
42 H 0.0992
43 H 0.1104
44 H 0.0926
45 H 0.1475
46 H 0.0980
47 H 0.0714